Record 1
Here is C3HCl4F in the gas phase from OMol25. Energies are from ωB97M-V/def2-TZVPD.

Results
* ΔE to the lowest compared entry with this formula, charge and spin: 0.712 eV
* LUMO energy: 0.32 eV
* HOMO level: -0.3817 Ha
* total charge: 0

```
9
Properties=species:S:1:pos:R:3:nbo_charge:R:1
C -0.51425 -0.28981 -0.76490 -0.26
C 0.33325 -0.57405 0.45055 0.25
C 0.29468 0.80535 0.09592 -0.21
H -0.23592 -0.40650 -1.87103 0.28
F -0.49506 -0.85609 1.55525 -0.32
Cl -2.26455 -0.46460 -0.43351 0.02
Cl 1.68424 -1.64475 0.44765 0.06
Cl 1.66071 1.44242 -0.58193 0.10
Cl -0.46309 1.98804 1.10200 0.08
```

Record 2
Here is a molecular structure, C34H47CrNO2P2 from OMol25. Energies are from ωB97M-V/def2-TZVPD.

Results
* ΔE to the lowest compared entry with this formula, charge and spin: 1.451 eV
* ⟨S²⟩: 3.86
* LUMO energy (spin up / spin down): -3.07 / -3.06 eV
* HOMO level (spin up / spin down): -0.3549 / -0.3621 Ha
* multiplicity: 4
* total charge: +1

```
87
Properties=species:S:1:pos:R:3:mulliken_spin:R:1
Cr -0.21764 0.82035 0.08969 3.41
C -1.60137 1.42752 -3.85188 0.00
C -0.77488 0.18476 -3.52169 -0.09
C -1.67184 -0.99120 -3.11882 0.05
P 0.46861 0.47024 -2.20153 0.13
C 1.60472 1.80857 -2.75371 -0.02
C 2.30377 1.46966 -4.06835 -0.01
C 2.62215 2.09936 -1.64494 0.02
C 1.46124 -1.01420 -2.15703 -0.04
C 1.88740 -1.78509 -3.23617 0.00
C 2.60003 -2.95808 -3.04735 0.01
C 3.09885 -3.78041 -4.20975 0.00
C 2.84044 -3.34358 -1.72739 -0.01
C 2.42181 -2.59038 -0.64423 0.02
C 1.74034 -1.38182 -0.84147 0.07
N 1.24608 -0.57975 0.20929 -0.13
C 1.67992 -0.93956 1.51353 -0.16
C 3.01166 -1.02139 1.90274 0.00
C 3.32831 -1.47258 3.17374 0.00
C 2.34355 -1.86188 4.08478 0.01
C 2.70791 -2.34350 5.46671 0.00
C 1.01612 -1.75686 3.69174 0.01
C 0.68497 -1.28859 2.42385 0.03
P -0.91941 -0.90077 1.69757 0.02
C -2.07507 -0.53952 3.08765 -0.04
C -2.69613 -1.77332 3.74881 0.00
C -1.38997 0.33445 4.15015 0.00
C -1.50893 -2.34655 0.72019 0.00
C -2.92358 -2.06507 0.19641 0.00
C -1.37338 -3.71405 1.38640 0.00
H -2.34093 1.17863 -4.61544 0.00
H -0.98194 2.23759 -4.24201 0.00
H -2.13169 1.79574 -2.97389 0.00
H -0.18699 -0.09238 -4.39917 -0.01
H -2.24436 -0.74223 -2.22071 -0.01
H -1.09929 -1.89912 -2.92238 0.00
H -2.38624 -1.20457 -3.91594 0.00
H 0.97408 2.68467 -2.89296 0.00
H 2.95557 0.60196 -3.95998 0.00
H 2.92599 2.31665 -4.36532 0.00
H 1.59959 1.27893 -4.88167 0.00
H 3.22558 1.21416 -1.43123 0.00
H 2.14053 2.42038 -0.72105 0.01
H 3.29642 2.89836 -1.95950 0.00
H 1.64634 -1.47755 -4.24977 0.00
H 2.58783 -3.50822 -5.13383 0.00
H 2.94570 -4.84694 -4.03768 0.00
H 4.16944 -3.62654 -4.36539 0.00
H 3.36288 -4.27720 -1.53855 0.00
H 2.61767 -2.95137 0.35757 0.00
H 3.79419 -0.75203 1.20272 0.00
H 4.37138 -1.53135 3.46748 0.00
H 3.63644 -2.91374 5.45407 0.00
H 1.92492 -2.97576 5.88592 0.00
H 2.85133 -1.49984 6.14575 0.00
H 0.24343 -2.06556 4.38756 0.00
H -2.87328 0.04030 2.61596 0.00
H -1.94693 -2.50932 4.04386 0.00
H -3.42017 -2.26800 3.10405 0.00
H -3.22244 -1.45832 4.65263 0.00
H -0.73052 -0.26106 4.77852 0.00
H -2.14834 0.77206 4.80381 0.00
H -0.79735 1.13589 3.71919 0.00
H -0.81882 -2.32397 -0.12813 0.01
H -3.66765 -2.16122 0.98904 0.00
H -3.18415 -2.77638 -0.58908 0.00
H -3.01286 -1.06002 -0.22433 0.00
H -2.10485 -3.86073 2.18009 0.00
H -0.37427 -3.85780 1.80331 0.00
H -1.53707 -4.49491 0.63958 0.00
C -2.50555 3.45325 2.71390 0.00
C -1.78247 3.09358 1.45218 -0.02
O -1.28069 1.94108 1.38795 -0.05
C -1.71502 4.02672 0.38048 0.04
C -2.27271 5.32427 0.49766 0.00
C -2.24072 6.20108 -0.54688 0.00
C -1.65103 5.79314 -1.75848 0.00
C -1.10633 4.54354 -1.90242 0.01
C -1.11323 3.62670 -0.83133 -0.04
O -0.57189 2.45216 -1.00835 -0.22
H -2.52356 2.60772 3.38941 0.00
H -3.52785 3.75752 2.48648 0.00
H -2.01030 4.29326 3.20500 0.00
H -2.72592 5.62952 1.43243 0.00
H -2.66307 7.19160 -0.44687 0.00
H -1.62698 6.48031 -2.59528 0.00
H -0.65758 4.23859 -2.83790 0.00
```

Record 3
Here is C29H32FN5O2S in the gas phase from OMol25. Energies are from ωB97M-V/def2-TZVPD.

Results
* LUMO energy: 0.57 eV
* HOMO level: -0.2978 Ha
* total charge: 0

```
70
Properties=species:S:1:pos:R:3:nbo_charge:R:1
C -4.53543 -2.98983 0.79202 -0.63
C -3.07228 -3.16082 0.51613 -0.05
C -2.23066 -3.70735 1.47787 -0.20
C -0.87924 -3.87725 1.24443 -0.23
C -0.33608 -3.48210 0.02644 0.14
C -1.16647 -2.91774 -0.93952 -0.25
C -2.51781 -2.77163 -0.69673 -0.16
H -3.15286 -2.36003 -1.46913 0.20
H -0.74335 -2.60099 -1.88261 0.22
N 1.01410 -3.62820 -0.30559 -0.63
C 2.01631 -4.17455 0.41647 0.67
O 1.92379 -4.67754 1.51414 -0.61
C 3.35400 -4.12854 -0.32892 -0.60
H 4.01018 -4.89904 0.07451 0.26
H 3.23559 -4.24370 -1.40486 0.24
S 4.26116 -2.57133 -0.03573 0.30
C 3.32043 -1.47520 -0.99468 0.18
N 2.35171 -1.78533 -1.81829 -0.36
N 1.84076 -0.63988 -2.29644 -0.29
C 2.49392 0.35639 -1.77280 0.33
N 3.46825 -0.11550 -0.92708 -0.39
C 4.45348 0.57945 -0.19278 0.17
C 4.08646 1.54454 0.73760 -0.23
C 5.06866 2.20857 1.44949 -0.26
C 6.39579 1.88882 1.22505 0.40
C 6.77346 0.92380 0.30740 -0.28
C 5.79139 0.26593 -0.40721 -0.20
H 6.05957 -0.48918 -1.13001 0.23
H 7.81728 0.69827 0.16092 0.24
F 7.35146 2.53553 1.91792 -0.32
H 4.81089 2.96135 2.17669 0.24
H 3.04420 1.77449 0.90578 0.28
C 2.14053 1.78567 -2.01285 -0.27
N 0.73218 1.98472 -1.72609 -0.60
C 0.30839 2.13946 -0.44719 0.72
O 1.09426 2.34456 0.45993 -0.67
C -1.19335 2.08623 -0.19004 -0.12
C -1.57413 3.37939 0.54689 -0.40
C -3.04178 3.33176 0.96036 -0.21
C -3.27349 2.13938 1.88727 -0.40
C -2.91093 0.85012 1.15233 -0.22
C -3.78419 0.71010 -0.09242 -0.41
C -3.54246 1.90228 -1.01632 -0.20
C -3.91081 3.19341 -0.28820 -0.41
H -3.75654 4.05179 -0.94637 0.20
H -4.96639 3.17166 -0.00889 0.21
C -2.06865 1.93609 -1.43410 -0.42
H -1.83646 1.00218 -1.95450 0.21
H -1.90393 2.77329 -2.11774 0.21
H -4.16305 1.80066 -1.91436 0.21
H -4.83770 0.67049 0.19302 0.21
H -3.53903 -0.21903 -0.60828 0.21
C -1.44140 0.88734 0.74065 -0.40
H -0.80415 0.97972 1.62199 0.23
H -1.17535 -0.04196 0.22831 0.22
H -3.07044 -0.00998 1.81157 0.22
H -4.32000 2.10831 2.19908 0.20
H -2.65864 2.24228 2.78366 0.21
H -3.29815 4.25886 1.48481 0.21
H -1.39663 4.23615 -0.10860 0.20
H -0.93337 3.48940 1.42316 0.23
H 0.09489 1.60973 -2.40947 0.41
H 2.72446 2.43546 -1.35799 0.25
H 2.32400 2.05041 -3.05721 0.23
H 1.28425 -3.16131 -1.17508 0.44
H -0.24327 -4.31561 1.99519 0.25
H -2.64313 -4.01452 2.42809 0.21
H -4.94958 -3.89315 1.23584 0.22
H -5.08099 -2.76566 -0.12126 0.21
H -4.69364 -2.17113 1.49434 0.22
```

| no. | total energy (eV) |
| --- | --- |
| 1 | -55932.5066 |
| 2 | -88602.1779 |
| 3 | -55693.4890 |